No. 1
Molecular formula: C11H16N2S
Method: DFT, the ωB97M-V functional and the def2-TZVPD basis

```
30
Properties=species:S:1:pos:R:3:forces:R:3:mulliken_charge:R:1
C -1.554961 2.342098 -0.334918 -3.7 1.5 -0.1 -0.884
C -1.335254 1.756230 1.066292 1.4 -2.0 -3.0 -0.162
S -2.417587 0.306365 1.370953 -0.3 0.4 0.0 -0.145
C -1.947415 -0.616204 -0.075721 -4.0 -1.9 -0.4 0.182
N -2.750509 -1.293802 -0.845029 1.2 0.3 0.6 -0.670
C -4.195536 -1.369440 -0.634449 1.2 2.5 0.8 -0.737
N -0.644234 -0.599645 -0.369940 2.3 -1.5 -3.1 -0.106
C 0.320399 -1.250200 0.551078 1.4 -0.1 -0.3 -0.998
C 1.732415 -0.629655 0.301260 -1.6 0.1 -2.0 0.741
C 2.742894 -1.228558 0.965485 1.4 0.6 1.3 -0.323
C 4.029230 -0.664896 0.930217 0.3 -0.7 -2.9 -0.776
C 4.247032 0.311450 -0.101540 -0.4 -0.5 1.0 -0.208
C 3.222863 0.786876 -0.973525 2.7 1.0 -1.6 -0.490
C 1.982234 0.269793 -0.801250 -3.3 -0.7 2.0 -0.094
H -1.148852 3.407551 -0.620455 -0.3 -2.4 0.7 0.311
H -2.732565 2.428454 -0.423348 2.1 0.2 -0.2 0.263
H -1.319329 1.497301 -0.982962 0.4 0.9 -0.6 0.202
H -1.441977 2.386704 1.875802 0.1 1.3 1.7 0.572
H -0.357396 1.274518 0.863371 0.0 0.7 1.5 -0.105
H -4.402814 -2.251208 -0.000739 -0.4 0.6 -0.4 0.249
H -4.405051 -0.356511 -0.176790 -0.7 -1.3 0.4 0.309
H -4.723389 -1.295417 -1.579798 0.0 -0.8 -0.2 0.298
H -0.624133 -0.910573 -1.458472 0.5 0.4 3.5 0.352
H 0.501954 -2.368834 0.430248 -0.8 1.1 -0.4 0.447
H 0.050299 -1.185099 1.646101 -0.1 0.6 -1.3 0.325
H 2.475298 -2.096331 1.548607 0.3 -0.1 0.4 0.357
H 4.896454 -1.294628 1.247245 -0.7 1.1 0.3 0.287
H 5.263900 0.647604 -0.207469 0.2 0.2 -0.3 0.359
H 3.537008 1.480335 -1.918232 -1.0 -1.7 2.6 0.214
H 0.999029 0.515723 -1.292018 1.7 0.3 -0.1 0.230
```
Forces are in eV/Å.

For the HOMO energy, the calculation gives -8.78 eV. The energy relative to the best compared isomer or geometry (same formula, charge and spin) is 85.58 kcal per mole. Its structure (SMILES) is CCS/C(=N\C)NCc1ccccc1. The charge is 0. The calculation puts the electronic energy at -25478.98795 eV.

No. 2
Molecular formula: C11H16N2Si
Method: DFT, the ωB97M-V functional and the def2-TZVPD basis

```
30
Properties=species:S:1:pos:R:3:forces:R:3:mulliken_charge:R:1
C 2.020166 -2.037309 2.183396 0.8 1.7 4.3 -1.060
C 2.291441 -1.013423 1.118017 3.0 0.7 -0.1 -0.563
C 1.058474 -0.554443 0.449414 0.0 -0.1 -2.8 -0.044
C 0.267755 0.445308 0.859951 0.5 -1.4 2.6 -0.675
C -0.853659 0.781634 0.075530 -1.1 0.2 -6.0 0.646
N -1.847857 1.752503 0.402954 -1.7 0.5 2.3 0.677
C -2.228121 2.383073 1.605574 1.1 0.0 -0.6 -0.163
C -3.321390 3.178674 1.333692 0.4 -0.6 0.0 -0.729
C -3.621781 2.912578 0.009186 0.3 0.8 -1.8 -0.127
N -2.761838 2.056025 -0.503355 -0.3 0.2 -2.1 -0.904
C -0.818910 0.333447 -1.296405 -1.2 1.2 4.0 -0.357
Si 0.515077 -0.900444 -1.415862 1.0 0.1 -0.7 0.268
C -0.163264 -2.724419 -1.847828 2.6 1.6 0.2 -1.010
C 2.072619 -0.266619 -2.546146 -2.8 -2.0 1.7 -1.320
H 2.955143 -2.370689 2.777137 -1.2 0.2 -1.5 0.334
H 1.522390 -2.824265 1.681543 -0.7 -1.2 0.3 0.324
H 1.436816 -1.561539 3.125303 0.5 -1.2 -2.5 0.238
H 3.109024 -1.525647 0.449426 -1.8 1.1 0.5 0.204
H 2.828860 -0.076804 1.484321 -0.5 -1.2 0.0 0.348
H 0.294103 0.735838 1.902619 0.3 0.6 0.2 0.218
H -1.546559 2.340321 2.430005 -0.1 -0.1 0.4 0.331
H -3.925271 3.908347 1.812485 0.2 0.2 1.2 0.389
H -4.248810 3.577631 -0.664236 0.5 -1.6 0.9 0.317
H -1.690606 0.654637 -1.848651 0.3 -0.2 -0.4 0.574
H 0.380965 -3.295632 -1.013981 -1.4 0.2 -1.4 0.302
H -1.260597 -2.604451 -1.815236 0.7 -0.7 0.0 0.293
H 0.317278 -2.938360 -2.874125 -1.2 -0.1 1.6 0.294
H 2.345881 0.663329 -2.239316 0.0 3.3 0.9 0.442
H 2.832305 -0.776441 -2.030500 1.6 -1.6 -0.3 0.382
H 2.040368 -0.252860 -3.604912 0.0 -0.7 -0.9 0.370
```
Forces are in eV/Å.

For the HOMO energy, the calculation gives -7.92 eV. The energy relative to the best compared isomer or geometry (same formula, charge and spin) is 94.55 kcal per mole. Its structure (SMILES) is CCC1=CC(n2cccn2)=C[Si]1(C)C. The charge is 0. The calculation puts the electronic energy at -22520.91173 eV.

No. 3
Molecular formula: C11H16N3
Method: DFT, the ωB97M-V functional and the def2-TZVPD basis

```
30
Properties=species:S:1:pos:R:3:forces:R:3:mulliken_charge:R:1
N -0.209926 0.249330 2.911760 -2.0 0.6 -1.1 -0.423
C -0.758842 0.646147 1.726423 1.7 -2.0 -4.8 0.024
N -0.181229 2.108583 1.188018 -0.4 -0.7 0.2 -0.368
C 1.278169 2.140770 0.739498 -0.5 2.0 3.0 -0.533
C 1.547877 1.022612 -0.188156 2.9 -2.5 2.2 -0.744
C 1.283136 -0.479209 0.290485 -1.6 1.1 2.0 0.057
C 1.775817 -1.561040 -0.645954 0.0 -0.6 -3.3 -0.872
C 0.749789 -1.852592 -1.799250 0.0 0.8 -0.4 -0.896
C -0.531275 -1.436563 -1.744896 2.3 -0.2 2.2 -0.148
N -1.630467 -1.609417 -2.526784 0.7 0.9 -0.3 -0.029
C -2.707556 -1.037605 -2.003433 -1.8 0.5 1.6 -0.405
C -2.427457 -0.525340 -0.801197 0.7 0.5 1.2 -1.348
C -1.014085 -0.737418 -0.547376 -0.3 1.1 2.1 1.570
C -0.236691 -0.363421 0.536166 -1.5 -0.1 -1.0 -0.283
H 0.445691 -0.436936 3.058291 1.5 -2.0 -0.7 0.178
H -0.131644 0.895322 3.596268 -0.3 2.4 2.8 0.226
H -1.826246 0.901369 1.551599 0.4 -0.6 1.1 0.306
H -0.271191 2.685740 2.010116 -0.1 0.7 0.1 0.336
H -0.886360 2.425224 0.500055 0.7 -0.2 0.1 0.396
H 1.779943 2.059549 1.814937 -0.4 0.1 -2.6 0.268
H 1.416023 3.238341 0.328534 0.1 -2.4 0.6 0.336
H 0.917281 1.054482 -0.981029 -1.4 0.6 -3.0 0.492
H 2.603326 0.993949 -0.416724 0.3 0.7 -0.7 0.418
H 1.701734 -0.815347 1.232336 0.7 1.0 0.5 0.380
H 1.961413 -2.587964 -0.224016 0.0 1.3 0.3 0.357
H 2.779734 -1.221042 -1.154826 -1.8 -0.7 1.0 0.323
H 1.056628 -2.332217 -2.717719 0.4 -0.3 0.1 0.398
H -1.737012 -2.201543 -3.251905 0.2 -2.2 -2.9 0.119
H -3.689275 -1.104489 -2.432062 0.0 -0.1 -0.4 0.417
H -3.057304 -0.119278 -0.049160 -0.8 0.3 0.0 0.446
```
Forces are in eV/Å.

For the HOMO energy, the calculation gives -10.21 eV. The energy relative to the best compared isomer or geometry (same formula, charge and spin) is 67.26 kcal per mole. Its structure (SMILES) is N[C@H]1[NH2+]CC[C@@H]2CC=c3[nH]ccc3=C21. The charge is +1. The calculation puts the electronic energy at -16127.60806 eV.

No. 4
Molecular formula: C11H16N4
Method: DFT, the ωB97M-V functional and the def2-TZVPD basis

```
31
Properties=species:S:1:pos:R:3:forces:R:3:mulliken_charge:R:1
C 0.580204 -2.793747 0.353818 3.1 1.4 -2.1 -1.955
C 0.111652 -1.420380 0.754210 0.8 -0.5 -0.8 0.943
C -0.605712 -1.449490 1.998800 0.4 -0.5 -0.8 -0.377
N -1.502964 -0.580436 2.314991 1.9 0.9 -2.1 0.076
C -1.773182 0.614301 1.669437 1.0 1.1 -1.9 0.085
C -2.687678 1.616944 2.060990 0.2 0.2 -0.6 -0.596
N -2.832761 2.735540 1.361653 -0.2 -0.2 -0.4 -0.427
C -2.176084 2.875925 0.219681 1.9 -1.4 0.1 -0.232
N -1.212769 2.016031 -0.231139 -0.3 -0.5 1.5 -0.493
C -0.986301 0.952551 0.531294 1.8 -2.3 -1.2 0.987
C 0.239093 -0.299632 0.036293 -3.6 3.2 2.3 0.038
N 1.111341 -0.014693 -1.092229 -0.5 0.3 0.4 0.357
C 2.086460 -1.081976 -1.480544 1.8 1.5 -1.9 -1.158
C 1.833778 1.235758 -0.734123 -1.3 2.4 0.4 -0.964
C 0.249392 0.294144 -2.233426 -1.8 1.5 -1.8 -0.613
H 1.625704 -2.947985 0.699821 -0.8 -0.3 0.4 0.437
H -0.109362 -3.412308 0.824994 -0.8 -2.0 0.1 0.565
H 0.767374 -2.897281 -0.782983 -1.3 -0.2 2.0 0.359
H -0.378539 -2.316203 2.657158 -0.7 0.7 -0.3 0.496
H -2.010151 -0.808862 3.067334 -2.5 -0.6 3.9 0.175
H -3.309243 1.588318 2.933906 -0.1 -0.5 0.5 0.436
H -2.225286 3.735980 -0.410612 -0.8 0.7 0.0 0.434
H 2.941554 -0.606956 -2.125950 -1.5 -0.5 1.5 0.347
H 2.493146 -1.469940 -0.561347 0.2 -0.6 -0.2 0.417
H 1.589984 -1.684055 -2.238256 0.1 -0.8 0.8 0.391
H 2.610472 1.003632 -0.047884 -0.1 0.0 1.7 0.494
H 2.439120 1.660865 -1.491654 0.3 -0.3 -1.8 0.435
H 1.055190 2.099530 -0.583857 1.6 -1.9 0.6 0.305
H 0.833234 1.093135 -2.717987 -0.4 -1.0 -1.1 0.393
H -0.087848 -0.616625 -2.794946 0.8 1.0 0.3 0.322
H -0.669819 0.877916 -1.957445 1.0 -0.9 0.2 0.326
```
Forces are in eV/Å.

For the HOMO energy (spin up / spin down), the calculation gives -17.23 / -17.23 eV. The energy relative to the best compared isomer or geometry (same formula, charge and spin) is 77.49 kcal per mole. Its structure (SMILES) is Cc1c[nH+]c2cncnc2c1[N+](C)(C)C. The charge is +2. The calculation puts the electronic energy at -17606.58794 eV.

No. 5
Molecular formula: C11H16NO2
Method: DFT, the ωB97M-V functional and the def2-TZVPD basis

```
30
Properties=species:S:1:pos:R:3:forces:R:3:mulliken_charge:R:1
C -0.962999 0.480100 3.815512 0.5 0.6 -1.7 -1.284
C -0.130252 -0.104287 2.536048 -0.2 -0.8 1.7 0.174
C -0.755571 -1.483399 2.002500 -0.7 0.4 -0.4 -0.688
C -0.694099 -1.662652 0.390113 -0.2 -1.1 0.5 -0.624
C -1.287784 -0.401428 -0.414277 -0.5 -0.4 -0.6 -0.561
C -0.349743 0.163867 -1.571943 1.1 1.4 -2.9 0.460
C -0.973346 0.314877 -3.004427 3.4 0.6 2.6 -0.712
N -0.180787 0.858383 -4.074211 0.8 -0.2 2.3 -0.043
C 1.179681 1.304786 -3.976455 0.4 -0.7 3.5 -0.287
C 1.933319 1.199114 -2.633819 -4.2 -1.1 -0.5 -0.490
C 1.124614 0.619472 -1.425218 -0.6 -0.6 -2.5 0.666
C 1.882290 0.525323 -0.032720 1.6 3.1 3.5 0.282
O 2.081739 1.607154 0.594076 -1.2 -3.9 -3.0 -0.481
O 2.389673 -0.662408 0.531103 -1.7 1.4 -2.0 -0.440
H -1.902398 0.974839 3.360232 1.2 -1.0 1.1 0.303
H -0.322914 1.339426 4.221695 -1.0 -1.4 -0.2 0.361
H -1.208541 -0.320865 4.586868 0.3 1.2 -1.0 0.336
H -0.106891 0.744173 1.775806 0.2 -1.4 0.9 0.039
H 0.913121 -0.352226 2.955068 -1.3 0.7 -0.9 0.096
H -0.306864 -2.418023 2.512874 -0.5 1.6 -0.9 0.294
H -1.868654 -1.482164 2.315125 1.6 0.0 -0.6 0.322
H 0.352655 -1.991529 0.024139 -1.7 0.9 0.7 0.352
H -1.374232 -2.572649 0.166859 1.1 1.5 0.2 0.359
H -1.656850 0.417775 0.314225 1.0 -1.1 -1.3 0.378
H -2.250265 -0.776364 -0.937448 1.6 0.8 0.7 0.355
H -2.052219 -0.020724 -3.143992 1.8 0.7 -0.3 0.364
H -0.646786 0.964853 -4.990066 0.4 -0.1 0.7 0.301
H 1.725681 1.747806 -4.884720 -1.4 -0.9 1.4 0.363
H 3.019275 1.564148 -2.523985 -2.0 -0.7 -0.2 0.405
H 2.429147 -0.577379 1.511035 0.1 0.5 -0.8 0.401
```
Forces are in eV/Å.

For the HOMO energy, the calculation gives -13.80 eV. The energy relative to the best compared isomer or geometry (same formula, charge and spin) is 70.66 kcal per mole. Its structure (SMILES) is CCCCCc1c[nH+]ccc1C(=O)O. The charge is +1. The calculation puts the electronic energy at -17240.58466 eV.

No. 6
Molecular formula: C11H16O
Method: DFT, the ωB97M-V functional and the def2-TZVPD basis

```
28
Properties=species:S:1:pos:R:3:forces:R:3:mulliken_charge:R:1
C 3.185705 0.699820 0.162398 -3.7 1.7 1.8 -1.534
C 1.869937 -0.005311 0.013174 -0.5 -2.5 0.0 0.365
C 1.619273 -1.286759 0.455565 2.5 1.4 0.7 -0.536
C 0.253423 -1.799017 0.358864 -0.2 2.4 -1.3 -1.468
C -0.365335 -0.605793 -0.473295 -1.7 -0.6 -0.8 1.424
C -1.027500 -1.139349 -1.709047 -0.6 -1.8 0.3 -1.990
C 0.736597 0.401803 -0.884854 0.2 0.1 -0.4 0.237
C -0.197170 1.532864 -0.545776 -0.1 1.3 -0.5 -0.203
O -0.191677 2.683309 -0.951073 -0.4 -1.5 0.9 -0.648
C -1.199848 0.612658 0.192888 0.2 0.1 0.0 1.379
C -2.713492 0.907769 0.122948 -0.4 -3.0 0.6 -1.481
C -0.844709 0.690322 1.653309 1.2 -0.3 0.9 -1.797
H 3.596877 0.618430 -0.753313 2.1 0.2 -2.9 0.367
H 3.634833 0.136070 0.900263 1.8 -0.8 1.5 0.457
H 3.046865 1.776934 0.487688 0.3 -1.2 -0.5 0.280
H 2.387656 -1.900231 0.968634 -0.3 0.6 -0.2 0.361
H 0.175330 -2.790942 -0.034555 -0.2 -0.5 -0.8 0.475
H -0.204982 -1.843792 1.302393 -0.6 0.0 1.6 0.346
H -1.346086 -0.313549 -2.300387 -0.6 0.4 -0.8 0.468
H -1.857288 -1.897957 -1.511997 0.8 1.2 -0.2 0.325
H -0.260985 -1.695037 -2.253804 -0.1 0.0 -0.3 0.518
H 0.973188 0.516451 -1.992716 0.1 -0.5 1.2 0.382
H -3.162432 0.062899 0.817222 0.5 1.8 -1.2 0.305
H -3.258021 0.759263 -0.847130 0.8 0.7 0.7 0.278
H -2.807630 1.873214 0.623997 -0.6 0.0 -0.4 0.404
H -1.344117 0.018611 2.331589 -1.2 -0.1 -0.1 0.431
H -0.840232 1.688028 2.063019 -0.3 0.4 0.1 0.413
H 0.141810 0.299302 1.804001 1.0 0.3 -0.1 0.442
```
Forces are in eV/Å.

For the HOMO energy, the calculation gives -8.54 eV. The energy relative to the best compared isomer or geometry (same formula, charge and spin) is 59.22 kcal per mole. Its structure (SMILES) is CC1=CC[C@]2(C)[C@H]1C(=O)C2(C)C. The charge is 0. The calculation puts the electronic energy at -13711.69858 eV.